Molecular formula: C3H3N
Method: DFT, ωB97M-V/def2-TZVPD

```
7
Properties=species:S:1:pos:R:3:forces:R:3:mulliken_charge:R:1
C -1.4759 0.4176 0.0671 -1.63 1.14 0.26 -0.36
C -0.9565 -0.6475 -0.0291 0.77 -2.75 -1.01 -0.36
C 1.7417 -0.8922 -0.1867 0.20 3.45 0.47 -0.14
N 1.6333 0.2810 0.0035 1.10 -4.57 -0.78 -0.15
H -2.1622 1.2514 0.1616 0.74 -0.38 0.00 0.36
H -0.4536 -1.6242 -0.2990 -1.05 1.92 0.78 0.37
H 1.6733 1.2139 0.2826 -0.13 1.19 0.28 0.28
```
Forces are in eV/Å.

Calculated values
Frontier orbital gap, eV: 11.4
Energy above the lowest of the compared OMol25 structures with the same formula, charge and spin, eV: 3.015
Largest force on an atom, eV Å⁻¹: 4.76
Total charge: 0
Multiplicity: 1
HOMO, eV: -10.317